Record 1
C47H45ClCrF10N6O3P | wB97M-V/def2-TZVPD

Cartesian coordinates (Å):
H: -1.394 1.668 -5.846
C: 5.250 0.181 1.129
H: 4.341 2.684 -0.554
H: -1.385 0.335 -3.444
C: 4.284 2.181 -1.509
C: -0.292 -2.653 0.835
H: 0.953 -1.869 -5.873
H: 4.171 -1.716 -0.883
C: -0.950 5.136 -5.213
C: 2.106 -2.158 -1.354
F: -0.032 6.472 2.623
C: 4.655 2.192 2.933
H: -2.636 6.276 -6.021
Cr: 0.254 -0.007 -0.240
F: 1.337 2.600 0.289
C: -1.956 3.665 1.301
F: 0.656 0.903 2.390
C: 0.328 3.328 0.851
H: -1.212 -2.400 -1.108
H: 4.406 2.972 3.638
H: -1.788 -1.265 2.265
C: 2.675 -2.302 3.976
C: 2.852 -1.044 4.549
C: 3.697 1.760 2.030
C: -1.219 3.788 -5.979
C: 0.538 5.445 -5.019
C: 0.760 -1.099 -6.604
H: -0.275 -0.736 -9.804
C: -0.653 1.089 -3.246
H: 0.037 4.524 -7.577
H: 6.667 1.969 3.628
N: 0.212 1.126 -2.245
C: 5.917 1.625 2.931
C: -2.363 -0.716 1.528
C: 3.515 0.344 -2.857
O: -2.548 3.828 -6.507
N: -1.144 1.640 0.076
C: 6.208 0.620 2.024
F: 1.743 -3.720 2.365
H: -2.221 -0.430 -1.765
C: 0.307 0.862 -8.499
C: 3.976 0.748 1.118
H: -2.379 0.329 1.824
C: 0.747 1.235 -7.232
O: 2.365 -3.158 -1.993
N: 0.558 2.848 -3.605
F: -3.272 3.327 1.326
C: 0.071 -0.461 -8.819
H: 3.171 -2.068 0.538
H: 7.195 0.184 2.005
H: -0.868 3.064 -7.941
H: 2.727 2.224 2.046
H: -3.388 -1.106 1.523
C: 3.191 -1.549 -0.424
C: 1.171 -1.390 2.263
H: -2.577 1.897 -1.433
H: 5.506 -0.600 0.432
C: -0.332 5.309 2.024
H: 1.363 0.487 -5.319
C: -1.654 5.125 -3.850
C: 3.608 0.967 -1.616
Cl: -0.009 -3.099 -8.252
H: -3.275 1.639 0.162
N: 0.383 -1.420 1.189
H: 1.763 2.583 -1.936
C: 0.294 -1.441 -7.863
H: -0.640 -3.163 1.744
H: -2.593 4.517 -7.179
H: 2.986 -0.593 -2.950
C: -2.453 1.337 -0.491
H: -1.252 7.244 -5.551
C: 0.942 2.232 -2.519
C: 4.886 2.742 -2.622
H: -3.653 -0.461 -0.711
N: -0.464 2.134 -4.065
H: -1.194 4.423 -3.161
C: -0.983 2.806 0.712
F: 1.948 4.892 1.529
C: 4.794 2.113 -3.853
H: 4.032 0.418 -4.925
C: -2.591 -0.173 -0.772
F: 3.661 -0.881 5.610
H: -2.707 4.878 -3.966
H: -1.587 6.114 -3.403
C: -1.549 6.308 -6.018
F: 2.251 1.249 4.579
P: 2.774 0.223 -0.171
H: -2.364 2.573 -4.688
H: 5.429 3.672 -2.527
C: 1.848 -2.476 2.880
H: -2.362 -2.905 0.155
C: 4.106 0.916 -3.969
H: 1.049 5.579 -5.968
H: 0.363 -3.349 0.296
H: 5.264 2.552 -4.721
C: 0.664 4.508 1.476
H: 0.154 1.616 -9.257
C: 2.166 0.042 4.006
O: 1.006 -1.518 -1.404
C: -1.645 4.866 1.917
C: -1.491 -2.269 -0.059
C: -0.265 3.557 -7.175
C: 0.978 2.690 -6.914
C: -1.366 2.495 -5.130
F: -2.633 5.606 2.438
H: -1.183 6.322 -7.044
C: 0.985 0.233 -6.299
F: 3.311 -3.357 4.500
C: 1.363 -0.143 2.904
H: 1.787 3.039 -7.561
H: 0.631 6.374 -4.460
H: 1.310 2.811 -5.886
H: 1.037 4.666 -4.457
N: -1.766 -0.860 0.199

Its spin multiplicity is 2. The value obtained for the orbital gap (alpha / beta) is 0.238 / 0.269 Eh. For the HOMO energy (alpha / beta), the calculation gives -7.543 / -7.600 eV. As for the total charge: 0.

Record 2
C40H35CrN5O4 | wB97M-V/def2-TZVPD

Cartesian coordinates (Å):
H: -2.499 -1.243 5.828
H: -5.820 -3.532 5.544
C: 1.190 2.445 2.363
C: -2.285 -0.572 5.007
C: -1.059 -2.347 3.747
H: -1.176 -4.709 6.706
C: -2.407 1.581 3.961
C: 2.112 3.084 -2.072
H: -0.733 -4.214 4.282
C: -3.235 -4.830 7.304
H: -2.757 2.606 3.997
C: -3.763 -3.423 4.945
C: 1.371 2.071 -1.499
C: 3.530 -5.392 -2.693
H: 4.090 3.720 -2.594
H: 5.138 1.591 -1.811
H: -0.416 3.890 -2.505
C: 3.270 0.804 -1.132
C: -2.704 0.712 5.058
H: -5.055 -1.670 2.536
C: 2.057 -6.486 -1.148
C: -0.127 2.061 -1.434
C: -4.323 -1.797 0.549
C: -4.801 -3.776 5.803
H: 0.854 -5.192 0.074
C: -3.891 -0.563 0.091
N: -0.675 0.987 -0.840
C: 3.082 -4.157 -2.247
H: -5.349 -1.926 0.872
H: -3.738 -3.836 0.933
H: -5.356 -4.748 7.624
H: 1.652 -7.394 -0.718
H: 1.636 3.981 -2.436
C: -1.154 -0.148 2.832
C: -2.133 -2.639 0.147
Cr: 0.751 0.067 0.425
N: 2.390 -0.364 1.731
C: 1.607 -5.251 -0.702
O: 0.798 1.890 1.246
C: -2.264 2.925 -1.994
H: -3.254 1.080 5.913
C: -0.886 3.045 -2.026
H: 3.037 -0.969 1.237
C: -1.680 1.180 2.886
C: -5.194 -2.245 3.446
C: -2.202 -4.460 6.458
H: 3.475 -3.245 -2.678
C: 2.118 1.602 3.210
N: 1.959 0.977 -0.999
C: -3.433 -2.858 0.584
C: 3.087 0.765 2.397
H: -1.396 -3.437 0.132
H: -5.523 -1.584 4.248
H: -5.938 -3.025 3.279
C: 2.114 -4.069 -1.245
C: 4.075 1.763 -1.718
H: 2.657 2.268 3.881
N: -1.715 -1.456 -0.290
C: 3.020 -6.561 -2.145
H: -3.024 -5.380 8.210
O: -3.921 -2.811 3.751
H: 1.949 -0.950 2.438
H: -4.576 0.273 0.074
H: -0.316 -2.513 2.970
H: 4.280 -5.442 -3.472
O: 0.845 3.549 2.728
C: 3.486 2.931 -2.165
H: -2.892 3.687 -2.438
H: 3.552 1.374 1.622
C: -1.519 -1.043 3.890
C: -2.822 1.804 -1.423
C: -2.000 0.832 -0.865
H: -3.891 1.661 -1.443
H: 3.368 -7.524 -2.496
O: -0.422 -0.568 1.872
H: 1.503 0.944 3.839
C: 1.645 -2.780 -0.780
H: 3.881 0.386 3.039
C: 1.240 -1.700 -0.390
N: -1.355 -3.434 4.434
C: -2.567 -0.444 -0.316
H: 3.661 -0.138 -0.768
C: -4.534 -4.472 6.976
H: -1.431 1.862 2.086
C: -2.458 -3.741 5.303

Its spin multiplicity is 4. The value obtained for the orbital gap (alpha / beta) is 0.255 / 0.258 Eh. For the HOMO energy (alpha / beta), the calculation gives -10.050 / -10.185 eV. As for the total charge: +1.

Record 3
C30H26IN4O4Re | wB97M-V/def2-TZVPD

Cartesian coordinates (Å):
C: 4.982 -1.167 1.013
H: -3.818 1.654 1.759
C: -2.641 -3.373 -2.535
I: 2.721 2.398 1.922
C: -1.808 2.315 2.248
H: 2.353 1.266 -4.605
C: 1.471 0.627 -4.674
C: -0.836 1.808 -1.910
C: 0.308 1.235 -3.932
H: -4.265 -0.333 0.691
O: 1.851 -0.645 -4.134
H: -1.986 2.904 3.146
H: 1.216 0.546 -5.730
H: 4.968 0.396 2.489
H: 4.763 -2.559 -0.615
C: -0.055 1.336 3.506
H: -3.864 3.122 -2.744
N: -1.886 2.195 -4.006
H: 5.869 -1.640 1.416
O: -0.952 1.860 -0.545
C: 2.463 -1.813 4.660
H: -0.820 1.663 -5.699
H: -0.413 1.960 4.328
C: 4.361 -1.682 -0.119
C: -2.868 1.236 2.084
C: 0.871 0.299 3.841
H: 1.260 -1.315 -4.488
H: -2.968 3.468 -1.241
C: 3.216 -1.077 -0.618
C: 3.341 0.583 1.109
C: -3.925 -3.138 -2.003
C: 4.474 -0.027 1.622
C: -1.558 -2.632 -2.132
H: -3.015 0.729 3.038
C: -1.687 -1.639 -1.155
C: -3.215 -0.468 0.431
N: -0.545 1.554 2.336
H: -0.568 -2.800 -2.542
C: -4.072 -2.172 -1.055
H: -3.668 1.872 -1.501
H: -2.504 -4.156 -3.271
C: -2.960 -1.423 -0.586
N: 1.478 0.636 -0.510
O: 0.598 -0.847 1.723
H: -1.780 2.963 1.379
C: 1.934 -1.807 3.389
Re: -0.342 0.410 0.618
C: 2.197 -0.771 5.557
H: 2.388 0.824 -2.295
C: 1.128 -0.757 2.967
C: 0.280 1.312 -2.532
H: 3.086 -2.643 4.975
C: 1.448 0.901 -1.759
C: -0.791 1.697 -4.613
C: -3.180 2.715 -2.003
C: -1.919 2.251 -2.684
H: -5.052 -1.964 -0.637
O: -0.608 -0.926 -0.857
H: 1.161 1.079 5.824
C: 1.397 0.263 5.147
H: 2.119 -2.615 2.688
H: 2.702 -1.483 -1.483
H: -4.778 -3.712 -2.344
H: 2.598 -0.792 6.563
N: -2.351 0.246 1.092
C: 2.699 0.052 0.000

Its spin multiplicity is 2. The value obtained for the orbital gap (alpha / beta) is 0.245 / 0.247 Eh. For the HOMO energy (alpha / beta), the calculation gives -10.582 / -10.618 eV. As for the total charge: +1.

Record 4
C3H9N2O | wB97M-V/def2-TZVPD

Cartesian coordinates (Å):
N: -2.540 -0.275 -2.167
N: -0.562 -1.175 -1.363
H: -1.253 0.688 -0.795
C: -1.395 -0.232 -1.363
H: 1.042 1.733 2.731
H: 2.525 1.851 1.844
H: -3.354 0.202 -1.825
H: 0.863 -0.699 2.199
H: 0.208 -0.864 -0.730
H: -2.769 -1.201 -2.461
C: 1.927 1.154 2.438
H: 2.465 0.826 3.336
O: 0.925 0.323 0.408
H: 2.445 -0.644 1.418
C: 1.511 -0.040 1.574

The value obtained for the orbital gap is 0.253 Eh. For the HOMO energy, the calculation gives -2.700 eV. As for the total charge: -1.

How do the records compare in relative energy (zero: lowest compared OMol25 entry of this formula, charge and spin)? In the order shown, they have 12.8 5.2 0.0 13.2 kcal per mole.